ORCA calculation (wB97M-V/def2-TZVPD) on a structure of composition C34H38BF4N4O2SSiW.

Spin multiplicity   3
Orbital gap (alpha / beta)   7.00 / 6.89 eV
HOMO level (alpha / beta)   -0.404 / -0.409 Ha
LUMO level (alpha / beta)   -3.99 / -4.22 eV
Net charge   +1

Last column: Löwdin spin population.
CARTESIAN COORDINATES (ANGSTROEM)
W: 0.540 0.892 -1.217  1.670
C: -1.739 2.668 1.738  -0.002
C: -1.759 2.377 0.262  -0.008
C: -1.012 3.180 -0.628  0.010
C: -0.505 4.532 -0.186  0.003
C: -0.910 2.814 -2.002  -0.010
C: -0.273 3.766 -2.991  0.000
C: -1.636 1.687 -2.489  0.017
C: -1.717 1.501 -3.985  0.004
C: -2.537 1.024 -1.618  0.010
C: -3.467 -0.042 -2.125  0.001
C: -2.613 1.386 -0.264  0.057
C: -3.644 0.725 0.602  0.010
H: -2.607 3.252 2.041  -0.001
H: -0.839 3.206 2.020  0.000
H: -1.720 1.734 2.293  -0.001
H: -0.873 5.292 -0.875  0.000
H: 0.584 4.583 -0.170  0.000
H: -0.876 4.788 0.800  0.000
H: 0.331 3.242 -3.729  0.000
H: 0.377 4.486 -2.503  0.000
H: -1.058 4.307 -3.523  -0.001
H: -2.436 2.222 -4.378  0.001
H: -2.053 0.512 -4.275  0.000
H: -0.769 1.686 -4.481  0.000
H: -4.458 0.374 -2.308  0.000
H: -3.564 -0.846 -1.397  0.000
H: -3.122 -0.479 -3.057  0.000
H: -3.432 -0.339 0.705  0.003
H: -4.628 0.828 0.144  0.003
H: -3.681 1.163 1.593  0.000
N: -4.291 -5.371 2.966  0.000
C: -3.400 -4.414 2.634  0.000
C: -2.239 -4.734 1.906  0.000
C: -1.352 -3.753 1.530  0.000
C: -1.598 -2.434 1.883  0.000
C: -2.716 -2.099 2.637  0.000
C: -3.611 -3.075 3.009  0.000
S: -0.473 -1.144 1.459  0.003
O: -0.633 -0.051 2.365  0.001
O: 0.897 -1.684 1.358  0.005
N: -0.719 -0.501 -0.044  0.028
C: -0.713 -1.384 -1.070  0.026
N: 0.001 -0.897 -2.136  0.008
C: 0.021 -1.667 -3.242  0.020
C: -0.627 -2.891 -3.274  0.000
C: -1.280 -3.303 -2.123  0.027
N: -1.324 -2.541 -1.025  -0.003
H: -4.152 -6.320 2.670  0.000
H: -5.105 -5.145 3.510  0.000
H: -2.046 -5.766 1.652  0.000
H: -0.464 -3.998 0.971  0.000
H: -2.850 -1.074 2.941  0.000
H: -4.480 -2.824 3.598  0.000
H: 0.579 -1.285 -4.087  0.001
H: -0.594 -3.500 -4.158  0.000
H: -1.798 -4.246 -2.044  0.001
C: 2.436 2.656 4.404  0.000
C: 2.289 3.227 3.150  0.000
C: 2.185 2.420 2.031  0.002
C: 2.246 1.025 2.126  0.002
C: 2.405 0.472 3.399  0.000
C: 2.491 1.277 4.521  0.001
Si: 2.125 -0.036 0.510  0.061
C: 3.788 -0.974 0.410  0.008
C: 3.969 -2.352 0.272  0.000
C: 5.241 -2.889 0.152  0.000
C: 6.353 -2.064 0.158  0.000
C: 6.192 -0.692 0.282  0.000
C: 4.926 -0.157 0.403  0.001
H: 2.523 3.276 5.284  0.000
H: 2.260 4.300 3.037  0.000
H: 2.081 2.881 1.056  0.000
H: 2.453 -0.601 3.499  0.000
H: 2.608 0.826 5.495  0.000
H: 1.533 2.242 -1.154  -0.014
H: 3.110 -3.007 0.275  0.000
H: 5.370 -3.957 0.049  0.000
H: 7.342 -2.489 0.067  0.000
H: 7.050 -0.035 0.283  0.000
H: 4.805 0.911 0.495  0.000
F: 3.291 1.549 -4.496  0.001
B: 2.805 0.634 -3.677  0.004
F: 1.246 1.073 -3.375  0.022
F: 3.249 0.675 -2.383  0.026
F: 2.689 -0.607 -4.158  0.001

---

ORCA calculation (wB97M-V/def2-TZVPD) on a cluster of 2 separate species, H5N2O3P in total.

SMILES string   [NH3+][O-].NOP=O
Orbital gap   8.86 eV
HOMO level   -0.332 Ha
LUMO level   -0.18 eV

Last column: Löwdin charge in e.
CARTESIAN COORDINATES (ANGSTROEM)
N: 1.502 -0.611 0.047  -0.037
O: 1.528 0.513 0.826  -0.315
H: 2.254 -1.259 0.331  0.156
H: 0.585 -1.089 0.126  0.122
H: 1.632 -0.369 -0.954  0.160
N: -0.712 1.588 -0.181  -0.010
O: -1.119 0.250 -0.356  -0.519
P: -2.493 -0.602 -0.108  0.806
O: -2.072 -1.945 -0.468  -0.467
H: 0.234 1.472 0.267  0.038
H: -1.341 2.052 0.469  0.065

---

ORCA calculation (wB97M-V/def2-TZVPD) on the molecule C18H16O4.

SMILES string   CCOc1ccc2c(=O)c(Oc3ccccc3)c(C)oc2c1
Orbital gap   8.59 eV
HOMO level   -0.302 Ha
LUMO level   0.38 eV

Last column: Löwdin charge in e.
CARTESIAN COORDINATES (ANGSTROEM)
C: -5.638 -1.722 0.907  -0.062
C: -5.650 -0.730 -0.251  -0.241
O: -4.741 0.339 -0.060  -0.040
C: -3.416 0.152 -0.253  -0.254
C: -2.821 -1.020 -0.741  -0.008
C: -1.460 -1.077 -0.915  0.013
C: -0.637 0.009 -0.608  -0.069
C: 0.812 -0.066 -0.811  -0.303
O: 1.383 -1.039 -1.277  0.100
C: 1.503 1.167 -0.411  -0.135
O: 2.859 1.272 -0.601  0.041
C: 3.651 0.219 -0.207  -0.256
C: 4.837 0.023 -0.905  -0.005
C: 5.708 -0.974 -0.511  -0.085
C: 5.405 -1.779 0.575  -0.101
C: 4.227 -1.575 1.272  -0.079
C: 3.352 -0.574 0.893  -0.017
C: 0.830 2.252 0.046  -0.197
C: 1.490 3.540 0.416  0.027
O: -0.514 2.281 0.184  0.097
C: -1.236 1.179 -0.125  -0.174
C: -2.612 1.246 0.049  0.090
H: -4.664 -2.195 1.006  0.068
H: -6.388 -2.489 0.739  0.078
H: -5.863 -1.205 1.837  0.080
H: -6.627 -0.241 -0.311  0.124
H: -5.459 -1.235 -1.205  0.117
H: -3.417 -1.883 -0.991  0.106
H: -0.985 -1.970 -1.293  0.126
H: 5.053 0.655 -1.752  0.118
H: 6.626 -1.127 -1.059  0.102
H: 6.084 -2.563 0.875  0.097
H: 3.986 -2.196 2.122  0.103
H: 2.436 -0.411 1.444  0.122
H: 1.404 4.253 -0.403  0.098
H: 2.544 3.368 0.615  0.090
H: 1.002 3.965 1.290  0.092
H: -3.064 2.152 0.418  0.135

---

ORCA calculation (wB97M-V/def2-TZVPD) on a structure of composition C32H28Br2IrN2O7.

Spin multiplicity   2
Orbital gap (alpha / beta)   5.20 / 5.38 eV
HOMO level (alpha / beta)   -0.464 / -0.471 Ha
LUMO level (alpha / beta)   -7.41 / -7.44 eV
Net charge   +2

Last column: Löwdin spin population.
CARTESIAN COORDINATES (ANGSTROEM)
Ir: -1.312 0.388 -1.596  0.057
Br: -1.673 -3.101 -5.271  -0.010
C: -2.536 -3.026 -3.609  0.001
C: -3.333 -4.052 -3.167  0.121
C: -3.977 -3.984 -1.912  0.042
Br: -5.005 -5.457 -1.358  0.014
C: -3.839 -2.888 -1.093  0.033
C: -4.485 -2.692 0.192  -0.003
C: -4.275 -1.577 0.892  0.017
C: -3.343 -0.488 0.443  0.027
N: -2.731 -0.744 -0.832  0.257
C: -2.989 -1.846 -1.534  0.094
C: -2.319 -1.894 -2.804  0.144
O: -1.554 -0.896 -3.147  0.149
H: -3.456 -4.930 -3.786  0.005
H: -5.153 -3.456 0.564  -0.001
H: -4.806 -1.398 1.818  0.000
H: -3.925 0.443 0.367  0.014
C: 4.275 -3.266 0.693  0.000
O: 4.720 -2.358 -0.311  0.000
C: 3.835 -1.535 -0.872  0.000
C: 4.355 -0.650 -1.846  0.000
C: 3.531 0.242 -2.444  0.000
C: 2.150 0.341 -2.130  0.001
C: 1.343 1.323 -2.757  0.000
C: 1.955 2.278 -3.744  0.000
O: 0.117 1.475 -2.542  0.007
C: 1.613 -0.568 -1.164  0.000
O: 0.367 -0.619 -0.764  -0.008
C: 2.492 -1.489 -0.559  0.000
H: 5.164 -3.769 1.057  0.000
H: 3.583 -3.998 0.275  0.000
H: 3.790 -2.731 1.513  0.000
H: 5.407 -0.709 -2.087  0.000
H: 3.959 0.904 -3.184  0.000
H: 2.409 1.739 -4.574  0.000
H: 2.722 2.890 -3.269  0.000
H: 1.177 2.928 -4.135  0.000
H: 2.045 -2.170 0.151  0.000
C: 1.283 0.657 4.350  0.000
O: 0.826 1.462 3.259  0.000
C: 1.649 1.676 2.213  0.000
C: 2.834 0.979 2.008  0.000
C: 3.693 1.324 0.979  0.000
C: 3.368 2.365 0.118  0.000
C: 2.187 3.049 0.296  0.000
C: 1.313 2.720 1.332  0.000
N: 0.219 3.587 1.573  0.001
C: -0.886 3.385 2.226  0.001
C: -1.580 2.139 2.342  0.002
C: -2.321 1.877 3.465  0.000
C: -2.795 0.569 3.766  0.003
C: -2.640 -0.433 2.886  0.000
C: -2.176 -0.193 1.498  0.016
C: -1.589 1.179 1.258  0.001
O: -1.206 1.534 0.134  0.003
H: 0.550 0.794 5.140  0.000
H: 2.260 0.985 4.703  0.000
H: 1.319 -0.397 4.072  0.000
H: 3.107 0.177 2.679  0.000
H: 4.631 0.799 0.861  0.000
H: 4.054 2.652 -0.665  0.000
H: 1.936 3.878 -0.357  0.000
H: 0.404 4.552 1.317  0.000
H: -1.304 4.256 2.723  0.000
H: -2.443 2.675 4.190  0.000
H: -3.231 0.384 4.739  0.000
H: -2.860 -1.456 3.161  0.000
H: -1.375 -0.904 1.246  0.000
O: -3.152 1.591 -2.623  0.010
H: -3.542 1.069 -3.339  0.000
H: -2.828 2.410 -3.023  0.000

---

Number 1: maximum force 0.0471 hartree/bohr. Number 2: maximum force 0.0350 hartree/bohr. Number 3: maximum force 0.0177 hartree/bohr. Number 4: maximum force 0.0437 hartree/bohr.